(1)
Computed, not measured: a 5-piece molecular cluster, C33H30F2N6O16PS overall in a non-equilibrium geometry, with ωB97M-V/def2-TZVPD.

Structure (XYZ):
```
89
Properties=species:S:1:pos:R:3:forces:R:3
C -2.74705 -1.52906 5.85986 0.3 1.7 0.0
S -2.51855 -1.69729 4.06330 -2.0 -3.5 0.8
O -1.73412 -2.86873 3.87095 1.3 0.7 0.1
O -3.80002 -1.73272 3.44235 0.0 1.2 -0.2
N -1.69848 -0.26526 3.42901 0.2 -0.4 0.5
C -1.77538 0.85906 4.14255 -0.3 1.2 0.4
C -1.18892 2.03494 3.73855 0.5 0.8 -0.5
C -1.38427 3.25779 4.64062 -0.4 -0.4 0.0
O -1.23544 2.84352 6.00384 -0.2 -0.4 -0.2
O -0.29167 3.68633 6.63111 0.5 0.6 0.1
C -0.45303 2.05796 2.53104 1.0 -1.2 0.7
P 0.39415 3.65284 1.94382 -0.6 1.6 -1.4
O 1.27460 4.26264 3.21019 -0.7 -1.5 -0.2
O 1.53513 3.25239 0.82894 -0.6 -0.9 1.6
C -0.41416 0.83268 1.78742 -0.1 1.0 0.3
C -1.03326 -0.31586 2.24982 0.6 0.9 -0.9
N -1.04626 -1.54918 1.52686 -0.1 0.0 -0.1
C -1.86193 -1.48596 0.35978 -1.1 0.8 -1.0
O -2.29083 -0.48592 -0.11726 0.3 -0.6 0.7
F -2.16236 -2.67183 -0.15380 0.8 0.1 0.7
C 0.25778 -2.11604 1.29520 1.4 -1.2 -0.3
O 1.17457 -1.58572 0.76957 -0.7 0.4 0.3
F 0.38386 -3.37922 1.70166 -0.9 0.7 0.0
H -3.71228 -1.03339 6.03709 0.3 -0.2 -0.2
H -2.72606 -2.51697 6.33071 0.1 0.0 -0.7
H -1.95197 -0.89647 6.28619 -0.2 -0.4 -0.1
H -2.33896 0.90806 5.07602 0.1 -0.6 -0.3
H -2.42813 3.58189 4.52556 0.5 0.1 -0.1
H -0.71402 4.08513 4.39043 -0.2 -0.2 0.2
H 0.31193 3.07501 7.07969 -0.2 -0.2 -0.1
H 1.30833 3.65438 3.96347 0.5 0.2 0.1
H 2.20009 2.68782 1.26528 0.3 0.1 -0.5
H 0.11444 0.83462 0.83347 -0.2 -0.3 0.2
C 4.21898 1.32986 -3.47214 0.0 -0.1 0.0
C 3.47758 0.59811 -2.55278 0.1 0.1 0.0
C 3.81059 0.63338 -1.20820 -0.3 -0.2 0.0
C 4.88485 1.40486 -0.79998 -0.1 0.0 -0.3
C 5.63808 2.13196 -1.70631 0.2 0.2 0.0
C 5.29998 2.09171 -3.04981 -0.1 -0.1 0.1
N 5.21834 1.46203 0.62729 0.0 0.0 0.0
O 4.53588 0.80013 1.39658 -0.1 0.1 0.0
O 6.13972 2.16829 0.96716 0.0 0.0 0.0
H 3.95428 1.30723 -4.52148 0.0 0.1 0.0
H 2.63834 0.00163 -2.88566 0.0 0.0 0.0
H 3.22917 0.06014 -0.49937 0.1 0.0 0.1
H 6.47830 2.72958 -1.38218 -0.1 -0.1 0.1
H 5.87528 2.65713 -3.76918 0.0 0.0 0.0
C -2.82498 -6.26784 0.73275 0.0 0.0 0.0
C -1.61541 -6.47586 0.08343 -0.2 0.0 0.0
C -1.55753 -7.30364 -1.02671 0.3 0.1 0.0
C -2.71695 -7.91114 -1.47620 0.0 0.3 0.3
C -3.92756 -7.71804 -0.83388 -0.3 0.0 0.0
C -3.97892 -6.89114 0.27762 0.2 0.1 0.0
N -2.66313 -8.76968 -2.66771 0.0 -0.2 -0.2
O -1.58227 -8.93230 -3.19556 0.0 0.1 0.1
O -3.70264 -9.26114 -3.05465 0.0 0.0 0.1
H -2.86840 -5.61600 1.59722 0.0 0.0 0.0
H -0.71695 -5.98988 0.44153 0.0 0.0 0.0
H -0.61401 -7.46293 -1.52908 -0.1 -0.1 -0.1
H -4.82871 -8.19900 -1.18686 0.1 -0.1 -0.1
H -4.91962 -6.72962 0.78704 0.0 0.0 0.0
C 8.45250 2.09418 -8.75672 0.0 0.0 0.0
C 8.00836 1.62157 -7.52886 0.0 0.1 -0.1
C 6.90951 2.20381 -6.91819 0.0 -0.1 0.2
C 6.26343 3.25411 -7.54928 0.3 -0.2 -0.1
C 6.70062 3.73901 -8.77000 0.0 0.2 -0.2
C 7.80200 3.15400 -9.37421 0.0 -0.1 0.1
N 5.08366 3.85912 -6.91856 -0.1 0.1 0.0
O 4.73178 3.42574 -5.83424 0.0 0.0 0.0
O 4.52279 4.75280 -7.51147 0.0 0.0 0.0
H 9.30811 1.63403 -9.23451 0.0 0.0 0.0
H 8.51785 0.79647 -7.04925 0.0 0.0 0.0
H 6.56863 1.83119 -5.96277 -0.1 0.1 0.0
H 6.19622 4.56169 -9.25652 -0.1 0.0 0.1
H 8.15188 3.52192 -10.32931 0.0 0.0 0.0
C -8.27335 0.98098 2.65270 0.0 0.0 0.0
C -7.45416 0.65332 1.57970 -0.1 0.1 0.1
C -6.18794 1.20513 1.48021 0.1 -0.1 -0.2
C -5.75445 2.07944 2.46438 -0.4 -0.1 0.0
C -6.56447 2.42046 3.53646 0.0 0.1 0.3
C -7.83049 1.86656 3.62736 0.0 -0.1 -0.1
N -4.40788 2.64493 2.37457 -0.1 0.0 -0.1
O -3.72489 2.34405 1.41718 0.2 -0.1 0.1
O -4.03452 3.38546 3.27186 -0.1 -0.1 -0.1
H -9.26071 0.54397 2.73013 0.0 0.0 0.0
H -7.80307 -0.03510 0.82200 0.0 0.0 0.0
H -5.55479 0.94691 0.64288 0.1 0.1 0.1
H -6.22412 3.10707 4.29878 0.1 0.0 -0.1
H -8.47251 2.12187 4.45956 0.0 0.0 0.0
```
Positions in Å, forces in eV/Å.

Values from the calculation:
* net charge: +1
* HOMO: -11.5 eV
* E: -101945.88964 eV

---

(2)
Computed, not measured: a 2-piece molecular cluster, CH2N2OS2 overall in a non-equilibrium geometry, with ωB97M-V/def2-TZVPD.

Structure (XYZ):
```
8
Properties=species:S:1:pos:R:3:forces:R:3
C 0.86465 0.09431 -0.04001 -1.6 -0.6 -2.0
N 0.90309 -1.16687 0.19309 1.1 -2.5 0.6
N 0.98239 -2.26826 0.41077 -0.5 0.3 0.1
O -1.06279 2.08376 0.06099 1.0 4.1 -1.4
S -2.33816 -0.37135 -0.56397 -0.7 -1.1 -0.6
S -1.37626 0.82544 0.63066 -1.1 -2.4 2.5
H 1.70772 0.59626 0.29610 1.1 1.4 0.5
H 0.31935 0.20670 -0.98764 0.7 0.8 0.3
```
Positions in Å, forces in eV/Å.

Values from the calculation:
* ΔE to the lowest compared entry with this formula, charge and spin: 2.114 eV
* 2S+1: 3
* HOMO (spin up / spin down): -7.2 / -9.2 eV
* E: -27762.26430 eV

---

(3)
Computed, not measured: a 2-piece molecular cluster, C4H11NO2 overall, with ωB97M-V/def2-TZVPD.

Structure (XYZ):
```
18
Properties=species:S:1:pos:R:3:forces:R:3
O -0.98623 -1.40728 -0.21202 0.2 0.7 -0.2
C -3.07034 -0.11680 -0.13750 -0.1 0.1 0.2
C -2.28708 -1.24771 -0.78029 0.0 -0.4 -0.1
H -0.49609 -0.57084 -0.35534 -0.3 -0.5 0.1
H -3.15760 -0.28471 0.94915 0.0 0.1 -0.4
H -4.08456 -0.06132 -0.56748 0.3 0.0 0.1
H -2.56401 0.84874 -0.30474 -0.2 -0.3 0.1
H -2.79488 -2.21626 -0.60855 0.2 0.5 -0.1
H -2.21534 -1.09464 -1.87431 0.0 -0.1 0.4
O 0.92469 1.52409 -0.56655 0.5 0.1 0.2
C 2.01809 1.85371 -0.13106 -0.1 0.0 0.0
N 2.84948 1.02330 0.54337 0.4 0.5 0.0
C 2.48684 -0.35703 0.80258 0.0 -0.5 0.2
H 2.43750 2.88208 -0.25045 -0.2 -0.4 0.0
H 3.74616 1.39268 0.86905 -0.7 -0.3 -0.3
H 1.56404 -0.41525 1.40398 0.3 0.0 -0.3
H 3.30218 -0.84697 1.36096 -0.4 0.3 -0.3
H 2.32717 -0.90582 -0.14079 0.0 0.2 0.4
```
Positions in Å, forces in eV/Å.

Values from the calculation:
* ΔE to the lowest compared entry with this formula, charge and spin: 0.828 eV
* HOMO: -9.9 eV
* structure (SMILES): CNC=O.CCO
* E: -9911.41354 eV

---

(4)
Computed, not measured: one molecule with the formula C2H3N3OS in a non-equilibrium geometry, with ωB97M-V/def2-TZVPD.

Structure (XYZ):
```
10
Properties=species:S:1:pos:R:3:forces:R:3
C 0.23590 0.81442 -1.11591 -3.4 -2.0 3.2
C -0.97749 0.38331 -0.68323 1.8 -0.1 1.0
N 1.13304 0.48277 -0.14969 4.2 0.9 0.9
N -0.86904 -0.12618 0.63163 0.6 -0.5 0.4
N 0.54173 -0.11841 0.87698 -1.7 -0.9 2.8
O -0.30969 -2.29846 2.17808 0.1 -0.1 0.8
S -0.09938 -1.82705 0.83546 -0.3 0.5 -1.7
H 0.47991 1.22344 -1.97740 1.2 2.0 -3.7
H -1.97350 0.38269 -0.95223 -1.5 0.4 -1.6
H 1.83851 1.08348 0.35628 -0.9 -0.2 -2.0
```
Positions in Å, forces in eV/Å.

Values from the calculation:
* ΔE to the lowest compared entry with this formula, charge and spin: 4.370 eV
* HOMO: -7.5 eV
* E: -19470.71620 eV

---

(5)
Computed, not measured: C14H17KN as an isolated structure, with ωB97M-V/def2-TZVPD.

Structure (XYZ):
```
33
Properties=species:S:1:pos:R:3:forces:R:3
K 0.02659 -0.21365 0.42117 0.0 0.3 -0.5
C -1.31036 0.83242 3.97544 0.0 0.0 0.0
C -0.63278 -0.34332 3.31635 0.0 -0.1 0.1
C -1.38678 -1.36920 2.74027 0.0 -0.1 0.1
C -0.78284 -2.48597 2.16017 0.0 0.0 0.1
C -1.61660 -3.60259 1.58016 0.0 0.0 0.0
C 0.61320 -2.54901 2.14229 0.0 -0.1 0.1
C 1.40176 -1.54299 2.70557 -0.1 0.0 0.1
C 2.90679 -1.64411 2.70447 0.0 0.0 0.0
C 0.75943 -0.44236 3.27939 0.0 -0.1 0.1
H -2.20147 0.51976 4.51876 0.0 0.0 0.0
H -1.63158 1.57755 3.24359 0.0 0.0 0.0
H -0.64496 1.33491 4.67581 0.0 0.0 0.0
H -2.46934 -1.32362 2.79057 0.0 0.0 0.0
H -2.54360 -3.73787 2.13680 0.0 0.0 0.0
H -1.07315 -4.54660 1.59040 0.0 0.0 0.0
H -1.89564 -3.40112 0.54248 0.0 0.0 0.0
H 1.09642 -3.42539 1.72488 0.0 0.0 0.0
H 3.33789 -1.14360 3.57097 0.0 0.0 0.0
H 3.34083 -1.17826 1.81565 0.0 0.0 0.0
H 3.23539 -2.68259 2.71378 0.0 0.0 0.0
H 1.35538 0.32839 3.75559 0.0 0.0 0.0
C 3.71889 3.34179 -1.70356 0.1 0.1 -0.1
C 2.92937 2.64165 -2.60025 0.0 0.0 0.0
C 1.97977 1.76868 -2.10055 0.0 0.0 0.1
N 1.78392 1.56688 -0.79349 0.0 0.0 0.1
C 2.55654 2.25184 0.05703 0.0 0.0 0.0
C 3.53217 3.14589 -0.34500 0.0 0.0 0.0
H 4.47143 4.03401 -2.06044 0.0 0.0 0.0
H 3.03581 2.76058 -3.66989 0.0 0.0 0.0
H 1.35005 1.21013 -2.78415 0.0 0.0 0.0
H 2.39107 2.08220 1.11725 0.0 0.0 0.0
H 4.12203 3.66949 0.39497 0.0 0.0 -0.1
```
Positions in Å, forces in eV/Å.

Values from the calculation:
* net charge: +1
* HOMO: -12.7 eV
* E: -32605.10478 eV

---

(6)
Computed, not measured: a 5-piece molecular cluster, C5H21NO4S overall in a non-equilibrium geometry, with ωB97M-V/def2-TZVPD.

Structure (XYZ):
```
32
Properties=species:S:1:pos:R:3:forces:R:3
C 0.02269 2.35015 0.20815 0.9 0.3 0.2
N -0.88730 1.33794 0.67149 -0.6 -0.2 -0.1
C -1.51648 0.52309 -0.35617 -0.8 -0.5 0.4
C -0.55921 -0.28946 -1.25120 -0.6 0.3 -0.8
C -0.68362 0.01576 -2.75124 1.0 -0.5 0.0
S 0.10678 -1.30507 -3.73748 0.1 -0.1 -0.1
C -2.54961 -0.47565 0.27164 0.7 0.8 -1.5
H 0.88899 2.01800 -0.38505 -0.2 -0.4 -0.1
H 0.48225 2.83137 1.07353 -0.2 0.2 0.0
H -0.48517 3.10525 -0.39200 -0.2 0.0 0.1
H -0.49231 0.73950 1.37587 0.6 0.0 0.0
H -2.10945 1.20893 -0.96871 0.2 0.2 -0.1
H -0.80492 -1.35012 -1.21969 0.3 -0.1 0.6
H 0.46862 -0.10539 -0.93407 0.0 -0.3 -0.1
H -0.20042 0.95466 -3.01187 -0.3 0.2 -0.1
H -1.70027 -0.05828 -3.13241 -0.2 0.4 0.3
H 1.34050 -1.24756 -3.20391 -0.1 0.2 -0.1
H -3.12569 -0.03381 1.08059 0.1 -0.1 0.1
H -2.01895 -1.39505 0.48354 -0.3 -0.1 0.6
H -3.20832 -0.68837 -0.57258 -0.3 -0.2 0.2
H -1.49591 -2.06484 3.17580 -0.6 0.6 0.2
H -1.10469 -0.64087 2.48454 -1.1 -0.1 0.4
O -0.90324 -1.56369 2.61989 1.4 -0.7 -0.4
H 1.93959 -0.83713 1.07414 0.0 0.1 0.0
H 3.30287 -0.29829 1.33454 0.5 0.2 0.5
O 2.67198 -0.39292 0.62959 -0.6 -0.2 -0.3
H 0.73518 -0.08837 3.24396 0.1 0.2 0.0
H 1.34304 -1.27008 3.89551 0.2 -0.1 -0.1
O 1.59874 -0.45897 3.44236 0.1 0.0 0.1
H 3.02710 0.51465 -1.46416 0.4 0.4 -0.5
H 2.76725 -0.85692 -1.55235 0.4 -0.5 -0.4
O 3.15000 -0.17847 -2.13226 -0.6 0.0 0.9
```
Positions in Å, forces in eV/Å.

Values from the calculation:
* ΔE to the lowest compared entry with this formula, charge and spin: 0.396 eV
* HOMO: -8.6 eV
* structure (SMILES): CN[C@H](C)CCS.O.O.O.O
* E: -26040.28169 eV